# 1
{"formula": "C15H30BrCuNOSbSe4Si2", "method": "the ωB97M-V functional and the def2-TZVPD basis", "symbols": ["Cu", "O", "C", "C", "C", "C", "C", "C", "C", "C", "N", "H", "H", "H", "H", "H", "H", "H", "H", "H", "H", "H", "C", "Si", "C", "C", "C", "Si", "C", "C", "C", "H", "H", "H", "H", "H", "H", "H", "H", "H", "H", "H", "H", "H", "H", "H", "H", "H", "H", "H", "Br", "Se", "Sb", "Se", "Se", "Se"], "xyz": [[-0.161, -0.550, 0.445], [1.556, 0.280, -0.142], [1.952, 0.009, -1.501], [2.377, -1.427, -1.735], [1.268, -2.480, -1.472], [1.329, -3.012, -0.065], [1.959, -4.218, 0.215], [2.065, -4.642, 1.523], [1.547, -3.846, 2.530], [0.928, -2.668, 2.178], [0.820, -2.262, 0.913], [2.346, 0.093, 0.454], [2.754, 0.694, -1.776], [1.092, 0.233, -2.123], [3.244, -1.641, -1.106], [2.703, -1.487, -2.778], [1.391, -3.319, -2.153], [0.266, -2.069, -1.666], [2.334, -4.821, -0.603], [2.531, -5.594, 1.755], [1.604, -4.135, 3.571], [0.495, -2.014, 2.922], [0.380, 2.824, -2.118], [-1.147, 1.812, -1.659], [-1.431, 0.629, -3.061], [-2.617, 2.974, -1.675], [-1.128, 1.138, 0.077], [-0.643, 2.226, 1.504], [0.012, 1.275, 2.970], [-2.162, 3.161, 2.062], [0.702, 3.467, 1.116], [0.761, 2.506, -3.097], [1.189, 2.713, -1.393], [0.135, 3.893, -2.184], [-1.830, 1.203, -3.909], [-2.160, -0.143, -2.791], [-0.525, 0.121, -3.402], [-2.758, 3.381, -2.685], [-2.493, 3.814, -0.982], [-3.527, 2.428, -1.397], [-2.185, 0.919, 0.244], [-0.652, 0.451, 3.243], [0.111, 1.941, 3.837], [1.006, 0.856, 2.750], [-2.948, 2.445, 2.336], [-2.559, 3.809, 1.272], [-1.939, 3.783, 2.938], [1.573, 2.966, 0.678], [1.027, 3.933, 2.057], [0.374, 4.262, 0.434], [4.012, -0.350, 1.600], [-5.217, -3.273, 1.388], [-3.066, -3.290, 0.260], [-1.576, -5.134, 0.830], [-3.045, -2.706, -2.104], [-2.075, -1.160, 1.473]], "atomic_forces_ev_per_a": [[0.26, 0.26, -0.14], [0.33, 0.05, -0.70], [-0.05, -0.09, 0.36], [-0.08, -0.20, 0.07], [0.07, 0.23, 0.15], [0.15, -0.03, -0.12], [0.00, 0.04, -0.12], [0.06, -0.08, 0.08], [0.07, -0.01, 0.05], [0.00, 0.05, 0.03], [-0.07, -0.01, -0.08], [0.02, -0.06, 0.08], [0.10, 0.05, 0.06], [-0.10, 0.08, -0.03], [0.04, -0.02, -0.04], [-0.04, -0.04, 0.00], [-0.04, -0.03, -0.05], [0.05, -0.07, -0.03], [-0.03, 0.04, 0.06], [-0.03, 0.09, -0.02], [-0.02, 0.02, -0.06], [-0.09, -0.03, 0.01], [0.21, 0.22, -0.06], [0.26, 0.09, 0.02], [-0.18, -0.27, -0.17], [-0.28, 0.23, -0.06], [-0.26, -0.77, 0.12], [0.17, 0.06, 0.17], [0.17, -0.25, 0.19], [-0.32, 0.15, 0.15], [0.21, 0.28, -0.07], [-0.06, 0.08, 0.09], [-0.08, 0.01, -0.13], [0.06, -0.15, 0.02], [0.07, -0.08, 0.08], [0.04, -0.01, -0.06], [-0.09, -0.01, 0.02], [0.00, -0.02, 0.14], [-0.02, -0.10, -0.08], [0.09, 0.10, -0.03], [-0.12, 0.32, -0.09], [0.06, 0.09, 0.04], [0.05, -0.05, -0.10], [-0.13, 0.07, 0.08], [0.09, 0.13, -0.03], [0.03, -0.07, 0.11], [-0.05, -0.07, -0.11], [-0.09, 0.08, 0.12], [-0.06, -0.04, -0.16], [0.08, -0.11, 0.07], [0.08, 0.04, 0.01], [0.17, 0.13, 0.04], [0.07, -0.45, -0.21], [-0.14, 0.13, -0.03], [0.08, 0.04, 0.05], [-0.71, -0.04, 0.32]], "total_charge": -2, "homo_energy_ev": -1.569, "energy_ha": -15359.243079}

---

# 2
{"formula": "C42H39Br2N4OPTi", "method": "the ωB97M-V functional and the def2-TZVPD basis", "symbols": ["Ti", "C", "C", "C", "C", "C", "O", "C", "N", "C", "C", "C", "C", "C", "C", "P", "C", "C", "C", "C", "C", "C", "C", "C", "C", "C", "C", "C", "H", "H", "H", "H", "H", "H", "H", "H", "H", "H", "H", "H", "H", "H", "H", "H", "H", "H", "H", "H", "H", "H", "H", "H", "C", "C", "C", "C", "C", "Br", "N", "C", "H", "H", "H", "H", "H", "H", "Br", "C", "C", "C", "C", "C", "C", "N", "C", "C", "C", "C", "C", "C", "N", "H", "H", "H", "H", "H", "H", "H", "H", "H"], "xyz": [[-0.286, 0.445, -0.809], [-1.709, -1.117, 2.133], [-2.035, -2.318, 1.266], [-3.383, -2.881, 1.723], [-2.094, -1.985, -0.231], [-2.574, -3.181, -1.057], [-1.593, -3.316, -2.092], [-0.618, -2.455, -1.893], [-0.762, -1.653, -0.872], [0.455, -2.632, -2.923], [0.499, -3.901, -3.512], [1.412, -4.203, -4.510], [2.308, -3.243, -4.945], [2.292, -1.989, -4.361], [1.370, -1.663, -3.369], [1.547, -0.078, -2.546], [3.299, -0.110, -2.063], [4.227, 0.767, -2.614], [5.567, 0.683, -2.258], [5.988, -0.282, -1.358], [5.072, -1.182, -0.825], [3.740, -1.102, -1.184], [1.377, 1.399, -3.581], [1.463, 1.414, -4.941], [1.118, 2.459, -5.817], [0.700, 3.783, -5.522], [0.733, 4.464, -4.355], [1.265, 3.981, -3.036], [-1.575, -1.422, 3.170], [-2.520, -0.387, 2.101], [-0.787, -0.615, 1.839], [-1.263, -3.086, 1.399], [-4.176, -2.150, 1.560], [-3.354, -3.098, 2.789], [-3.667, -3.802, 1.218], [-2.753, -1.120, -0.396], [-3.538, -3.037, -1.542], [-2.570, -4.118, -0.499], [-0.189, -4.663, -3.185], [1.421, -5.193, -4.942], [3.026, -3.471, -5.719], [3.030, -1.258, -4.665], [3.914, 1.516, -3.329], [6.280, 1.364, -2.698], [7.032, -0.351, -1.089], [5.402, -1.953, -0.142], [3.043, -1.827, -0.785], [1.765, 0.495, -5.432], [1.143, 2.209, -6.868], [0.341, 4.337, -6.381], [0.397, 5.492, -4.372], [0.767, 4.581, -2.259], [-2.658, 4.348, 2.707], [-2.411, 3.337, 1.633], [-3.394, 3.058, 0.659], [-3.182, 2.129, -0.337], [-1.958, 1.462, -0.299], [-1.606, 0.372, -3.050], [-1.057, 1.719, 0.608], [-1.217, 2.643, 1.565], [-3.397, 5.081, 2.393], [-1.744, 4.875, 2.976], [-3.037, 3.858, 3.606], [-4.325, 3.608, 0.698], [-3.908, 1.929, -1.111], [-0.402, 2.813, 2.260], [2.063, -3.382, 5.363], [1.861, -2.221, 3.902], [1.601, -2.741, 2.639], [1.435, -1.885, 1.565], [1.561, -0.513, 1.753], [1.801, 0.009, 3.021], [1.954, -0.848, 4.098], [1.379, 0.358, 0.636], [2.124, 1.397, 0.560], [1.981, 2.327, -0.579], [3.105, 3.175, -0.747], [3.486, 3.976, -1.833], [2.719, 4.289, -2.909], [0.816, 2.542, -2.750], [0.945, 2.084, -1.354], [1.521, -3.809, 2.499], [1.191, -2.282, 0.588], [1.842, 1.078, 3.182], [2.134, -0.453, 5.086], [2.938, 1.565, 1.263], [3.821, 3.104, 0.061], [4.490, 4.377, -1.794], [3.165, 4.892, -3.690], [-0.268, 2.547, -2.936]], "atomic_forces_ev_per_a": [[-0.68, -0.21, -0.08], [0.12, 0.19, -0.03], [-0.03, -0.03, -0.09], [-0.01, -0.03, -0.03], [-0.08, 0.09, 0.00], [-0.10, -0.07, 0.02], [0.15, 0.07, -0.08], [0.09, 0.01, -0.20], [0.06, -0.08, 0.08], [-0.04, 0.03, 0.07], [0.03, 0.02, -0.01], [-0.04, 0.04, 0.05], [-0.02, -0.03, 0.01], [-0.05, 0.00, 0.02], [0.02, -0.11, -0.06], [-0.04, 0.10, 0.19], [0.03, -0.12, -0.10], [-0.01, 0.06, 0.00], [0.02, -0.04, 0.03], [0.00, 0.00, -0.03], [0.05, 0.01, 0.01], [-0.06, 0.03, 0.07], [0.01, 0.06, -0.19], [-0.01, -0.01, 0.01], [0.03, -0.06, 0.06], [-0.03, 0.08, -0.01], [-0.05, -0.06, -0.10], [-0.12, 0.00, 0.03], [-0.01, -0.02, 0.05], [-0.06, 0.03, -0.01], [-0.14, -0.02, -0.01], [-0.01, 0.01, -0.01], [-0.05, 0.05, -0.01], [0.02, 0.01, 0.05], [-0.01, -0.04, -0.01], [0.07, -0.15, 0.08], [0.02, -0.02, 0.10], [-0.03, 0.10, -0.02], [-0.01, -0.02, 0.00], [-0.01, -0.04, -0.01], [0.02, -0.01, -0.02], [0.01, 0.04, 0.01], [-0.02, -0.01, -0.01], [0.05, 0.04, -0.02], [0.05, 0.00, 0.02], [0.01, -0.02, 0.01], [-0.08, -0.03, 0.03], [0.00, -0.02, 0.04], [0.01, -0.02, -0.04], [-0.01, 0.03, -0.01], [-0.03, 0.06, 0.01], [0.03, -0.02, -0.02], [0.01, 0.08, 0.08], [0.04, -0.09, -0.09], [0.08, -0.03, 0.05], [0.11, -0.11, 0.01], [-0.03, 0.01, -0.09], [0.08, 0.04, 0.11], [0.00, -0.04, -0.13], [-0.05, -0.04, 0.13], [0.00, 0.01, 0.00], [0.00, -0.01, 0.02], [-0.01, 0.01, 0.00], [-0.05, 0.02, -0.02], [-0.03, -0.01, -0.02], [-0.03, 0.00, -0.01], [0.00, -0.01, 0.00], [-0.01, 0.05, -0.02], [0.00, 0.04, -0.01], [0.12, 0.02, 0.08], [-0.01, 0.00, -0.08], [0.05, -0.20, -0.01], [-0.01, -0.06, -0.06], [0.25, 0.41, -0.01], [-0.08, -0.06, -0.06], [0.26, -0.09, 0.02], [-0.09, -0.02, -0.05], [0.00, 0.00, 0.01], [0.10, -0.01, 0.06], [-0.22, -0.08, 0.06], [0.16, 0.14, 0.10], [0.00, -0.04, 0.03], [0.06, 0.05, 0.03], [-0.02, 0.04, 0.00], [0.01, 0.01, 0.06], [-0.07, -0.05, 0.00], [0.04, 0.02, 0.00], [0.04, 0.01, 0.00], [0.00, 0.01, -0.04], [0.21, 0.09, -0.02]], "spin_multiplicity": 3, "total_charge": 2, "homo_energy_ev": [-12.558, -13.553], "energy_ha": -8256.502236}